An isolated molecule of C25H29N3O5S3 in a non-equilibrium geometry. Source: the Open Molecules 2025 dataset; level of theory: ωB97M-V/def2-TZVPD.

XYZ file:
```
65
Properties=species:S:1:pos:R:3
O -2.16597 -4.19781 2.28010
C -1.82026 -3.81991 1.18195
N -1.05284 -4.50731 0.30564
C -0.28017 -5.65164 0.53793
C 0.63471 -6.01549 -0.44769
C 1.44511 -7.11939 -0.26799
C 1.35309 -7.86969 0.89352
C 0.44301 -7.50764 1.87165
C -0.37649 -6.40571 1.70236
H -1.08152 -6.12304 2.46553
H 0.36640 -8.08826 2.77907
H 1.98843 -8.73139 1.03371
H 2.15383 -7.39340 -1.03540
H 0.71054 -5.41700 -1.34448
H -0.91066 -4.08480 -0.60486
C -2.24833 -2.45112 0.62309
N -1.13508 -1.59764 0.26767
S -0.37131 -1.80849 -1.19150
O -1.23318 -2.61735 -2.00799
O 0.98944 -2.23507 -1.03663
C -0.36997 -0.12375 -1.80118
C -1.58672 0.50494 -1.99777
C -1.60162 1.81701 -2.44078
C -0.40106 2.46357 -2.67177
C 0.81274 1.82945 -2.49271
C 0.82978 0.51593 -2.04754
H 1.75060 -0.02388 -1.89143
H 1.72126 2.37102 -2.70414
S -0.44880 4.16815 -3.23512
O 0.89868 4.65545 -3.31688
O -1.27563 4.23254 -4.40226
N -1.33567 4.88239 -2.01779
H -2.04282 5.47191 -2.43040
C -0.68130 5.48544 -0.86462
C 0.04530 6.78756 -1.20902
C 0.68983 7.38026 0.04118
C 1.65637 6.38043 0.66785
C 0.93113 5.08183 1.00722
C 0.29562 4.48819 -0.24806
H 1.07330 4.26926 -0.97921
H -0.22955 3.55986 -0.01115
H 0.15580 5.28033 1.75097
H 1.63135 4.36337 1.43678
H 2.46167 6.16882 -0.03776
H 2.09938 6.80610 1.57010
H 1.21966 8.29770 -0.21969
H -0.08784 7.63657 0.76522
H 0.80799 6.56965 -1.95750
H -0.66299 7.49930 -1.64059
H -1.47802 5.69731 -0.13783
H -2.52284 2.34873 -2.61427
H -2.49700 -0.04056 -1.80819
C -0.32309 -1.04591 1.33944
C 0.21714 -2.08099 2.27185
C 1.12737 -3.05896 2.00416
C 1.35542 -3.91081 3.10595
C 0.62197 -3.56327 4.19392
S -0.36561 -2.19437 3.89762
H 0.59554 -4.03058 5.15784
H 2.03055 -4.74693 3.08157
H 1.60505 -3.16435 1.04642
H 0.49362 -0.51215 0.84546
H -0.93280 -0.32596 1.89653
H -2.85715 -1.94386 1.37660
H -2.83537 -2.60456 -0.28469
```

Results
**M**: 547.7 g mol⁻¹
**Max |F|**: 0.020 hartree/bohr
**E_LUMO**: -0.009 Ha
**Multiplicity**: 1
**Orbital gap**: 8.12 eV
**HOMO**: -8.38 eV